# 1
{
  "formula": "C19H19N3PPdS",
  "method": "wB97M-V/def2-TZVPD",
  "charge": -1,
  "e_lumo_ev": 2.84,
  "orbital_gap_ev": 6.4261,
  "fmax_ev_per_a": 0.6,
  "species": ["Pd", "N", "N", "C", "N", "S", "H", "H", "H", "H", "H", "C", "C", "C", "C", "C", "C", "P", "C", "C", "C", "C", "C", "C", "C", "C", "C", "C", "C", "C", "H", "H", "H", "H", "H", "H", "H", "H", "H", "H", "H", "H", "H", "H"],
  "xyz": [[-1.67732, 0.00309, -2.29388], [-1.92563, 3.13718, -1.61355], [-1.03958, 2.84828, -2.67783], [-1.39014, 1.72038, -3.45641], [-0.32617, 1.42928, -4.35767], [-2.97583, 1.24183, -3.79401], [-1.64988, 4.02806, -1.22510], [-1.88461, 2.41579, -0.89368], [-0.07781, 2.74061, -2.35748], [0.53614, 1.26308, -3.84528], [-0.56090, 0.59764, -4.88112], [1.39815, -0.36020, 4.90355], [0.12991, 0.19666, 4.86271], [-0.52656, 0.33674, 3.64476], [0.06509, -0.07834, 2.45568], [1.34129, -0.64098, 2.51463], [2.00337, -0.77950, 3.72354], [-0.89314, 0.11672, 0.87667], [0.52265, 0.67122, -0.16535], [0.92421, 2.00304, -0.03142], [1.95810, 2.52100, -0.79243], [2.61931, 1.70563, -1.71066], [2.24563, 0.37803, -1.83609], [1.20242, -0.14345, -1.07307], [-1.14795, -1.60708, 0.33678], [-1.03079, -2.69306, 1.20064], [-1.31867, -3.97135, 0.74055], [-1.71230, -4.13426, -0.58153], [-1.81991, -3.03255, -1.42482], [-1.55823, -1.71534, -1.01148], [1.91669, -0.46852, 5.84843], [-0.35004, 0.52572, 5.77651], [-1.51729, 0.77647, 3.61150], [1.81419, -0.97337, 1.59794], [2.99393, -1.21771, 3.75040], [0.40204, 2.64215, 0.67385], [2.24884, 3.55879, -0.68107], [3.41970, 2.11150, -2.31708], [2.75996, -0.26532, -2.54090], [0.91149, -1.17886, -1.18600], [-0.71784, -2.55227, 2.23011], [-1.23524, -4.82415, 1.40463], [-1.93974, -5.12768, -0.95609], [-2.13758, -3.20488, -2.44888]],
  "atomic_forces_ev_per_a": [[-0.4, -0.4, 0.1], [0.0, 0.0, 0.0], [0.0, 0.0, 0.0], [0.2, 0.1, -0.1], [0.0, 0.1, 0.0], [0.0, 0.0, 0.0], [0.0, 0.0, 0.0], [0.0, 0.0, 0.0], [0.0, 0.0, 0.0], [0.0, 0.0, 0.0], [0.0, 0.0, 0.0], [0.0, 0.0, 0.0], [0.0, 0.0, 0.0], [0.0, 0.0, 0.0], [-0.1, 0.0, 0.0], [0.0, 0.0, 0.0], [0.0, 0.0, 0.0], [0.1, 0.0, 0.0], [0.1, -0.1, -0.1], [-0.1, -0.1, 0.1], [0.1, -0.1, -0.1], [0.0, 0.2, 0.1], [-0.1, -0.2, 0.0], [0.1, 0.2, 0.0], [0.0, 0.1, 0.0], [0.0, -0.1, 0.0], [0.0, 0.0, 0.0], [0.0, 0.0, 0.0], [0.0, 0.0, -0.1], [0.1, 0.1, 0.1], [0.0, 0.0, 0.0], [0.0, 0.0, 0.0], [0.0, 0.0, 0.0], [0.0, 0.0, 0.0], [0.0, 0.0, 0.0], [0.0, 0.0, 0.0], [0.0, 0.0, 0.0], [0.0, 0.0, 0.0], [0.0, 0.0, 0.0], [0.0, 0.0, 0.0], [0.0, 0.0, 0.0], [0.0, 0.0, 0.0], [0.0, 0.0, 0.0], [0.0, 0.0, 0.0]]
}

# 2
{
  "formula": "C3H3N3O",
  "method": "wB97M-V/def2-TZVPD",
  "e_lumo_ev": -0.53,
  "orbital_gap_ev": 9.4910,
  "fmax_ev_per_a": 3.8,
  "species": ["O", "C", "N", "C", "C", "N", "N", "H", "H", "H"],
  "xyz": [[2.26620, -1.29961, -0.11433], [1.23344, -0.73784, 0.13685], [-0.00611, -1.42346, 0.15923], [-1.06842, -0.74439, -0.09914], [-1.06174, 0.68714, -0.20641], [-0.05617, 1.31116, 0.25732], [1.12846, 0.65545, 0.51311], [-2.02796, -1.25613, -0.14839], [-1.87292, 1.31661, -0.53929], [1.36643, 1.59294, 0.04988]],
  "atomic_forces_ev_per_a": [[-0.4, 0.7, 0.2], [0.3, 0.4, -0.3], [0.0, 0.3, 0.0], [0.1, -0.3, 0.0], [-0.4, -0.1, 0.3], [-1.8, 0.4, 0.0], [-0.8, 0.9, -0.7], [0.1, -0.2, -0.1], [-0.3, -0.3, 0.1], [3.3, -1.8, 0.5]]
}

# 3
{
  "formula": "C10H9Cl2I2N2OP",
  "method": "wB97M-V/def2-TZVPD",
  "e_lumo_ev": -1.22,
  "orbital_gap_ev": 8.0370,
  "fmax_ev_per_a": 1.6,
  "species": ["O", "P", "C", "C", "N", "C", "C", "C", "C", "I", "C", "I", "C", "N", "H", "H", "H", "H", "H", "Cl", "C", "C", "Cl", "H", "H", "H", "H"],
  "xyz": [[-1.77205, -1.24835, 1.44811], [-1.83129, 0.06774, 0.76669], [-0.17274, 0.79825, 0.43495], [0.97952, -0.03324, 0.44985], [2.20852, 0.37241, 0.22542], [2.25203, 1.71936, 0.01302], [3.52369, 2.31207, -0.22923], [3.68964, 3.63424, -0.44895], [2.53876, 4.49098, -0.46920], [2.81065, 6.55112, -0.84484], [1.29717, 3.96946, -0.27263], [-0.47034, 5.15621, -0.34107], [1.12851, 2.56489, -0.00713], [-0.12807, 2.08887, 0.18989], [-2.49051, 1.04924, 1.55306], [-2.55432, 0.05050, -0.45621], [0.83027, -1.09860, 0.65337], [4.41923, 1.68866, -0.25206], [4.68690, 4.03687, -0.61941], [-3.25775, -3.31153, -1.60297], [-2.81365, -4.05572, -0.04178], [-2.26626, -5.44995, -0.21253], [-3.51295, -6.60675, -0.75081], [-3.69412, -4.04677, 0.59627], [-2.05977, -3.41272, 0.41085], [-1.88820, -5.81385, 0.74193], [-1.45286, -5.47338, -0.93460]],
  "atomic_forces_ev_per_a": [[0.2, -0.1, -0.2], [-0.2, -0.2, 0.5], [-0.3, 0.2, -0.2], [-0.1, -1.2, 0.2], [-1.4, 0.9, 0.1], [1.3, 0.3, -0.3], [0.7, -0.5, 0.0], [-0.5, 0.7, -0.1], [0.3, 0.3, -0.1], [0.2, -0.5, 0.1], [-0.7, 0.1, 0.1], [0.5, -0.5, 0.1], [-0.5, 0.6, -0.2], [0.6, -0.8, 0.2], [0.2, 0.1, -0.4], [0.3, 0.3, 0.2], [0.0, 0.3, 0.0], [-0.4, -0.1, 0.1], [-0.3, 0.0, 0.0], [0.0, 0.0, 0.0], [0.2, 0.0, 0.2], [0.1, 0.0, 0.0], [0.0, 0.0, 0.0], [0.0, 0.0, -0.1], [0.0, 0.0, 0.0], [-0.1, 0.0, 0.0], [-0.1, 0.0, 0.0]]
}